Record 1
The following is a DFT calculation (the ωB97M-V functional and the def2-TZVPD basis) of a molecular structure, C4H6O3V at a distorted geometry.

XYZ file:
```
14
C4H6O3V the ωB97M-V functional and the def2-TZVPD basis
H 2.86 -0.88 1.06
O 0.42 -0.66 0.20
C -0.55 0.28 -0.02
O -0.32 1.47 -0.04
V 1.58 2.19 0.12
O -1.68 -0.31 -0.14
C -2.89 0.47 -0.02
H -2.84 1.07 0.89
H -3.00 1.10 -0.91
H -3.70 -0.27 0.04
C 1.68 -0.24 0.19
C 2.64 -1.23 -0.16
H 2.25 -2.15 -0.60
H 3.55 -0.83 -0.61
```

Computed properties:
<S²>: 6.00
spin multiplicity: 5
total charge: +1
lowest unoccupied orbital energy (alpha / beta): -3.956 / -3.967 eV



Record 2
The following is a DFT calculation (the ωB97M-V functional and the def2-TZVPD basis) of 2 unconnected molecules or ions with the total composition C9H13INO2 at a distorted geometry.

XYZ file:
```
26
C9H13INO2 the ωB97M-V functional and the def2-TZVPD basis
C -0.39 0.26 0.03
C 0.77 0.98 -0.21
C 1.01 2.43 -0.18
C -0.18 -1.13 -0.14
C 1.85 0.00 -0.59
C -0.06 3.18 0.52
C -1.09 -2.34 -0.05
C 2.96 -0.06 0.53
C 2.44 0.30 -2.04
N 1.12 -1.32 -0.63
O 1.66 -2.45 -0.65
O 2.07 2.97 -0.55
I -4.91 -0.61 0.12
H -1.22 0.67 0.39
H -1.03 2.73 0.22
H -0.07 4.26 0.13
H 0.09 3.24 1.58
H -1.93 -1.99 0.44
H -0.59 -3.21 0.35
H -1.27 -2.48 -1.16
H 2.47 -0.42 1.48
H 3.14 1.04 0.60
H 3.85 -0.71 0.39
H 3.56 0.14 -2.05
H 2.19 1.38 -2.11
H 2.10 -0.38 -2.81
```

Computed properties:
total charge: -1
relative energy (zero: lowest compared OMol25 entry of this formula, charge and spin): 0.000 eV
lowest unoccupied orbital energy (alpha / beta): 1.649 / 1.644 eV



Record 3
The following is a DFT calculation (the ωB97M-V functional and the def2-TZVPD basis) of a molecular structure, C24H23NORhS3Se2Te3 at a distorted geometry.

XYZ file:
```
58
C24H23NORhS3Se2Te3 the ωB97M-V functional and the def2-TZVPD basis
Rh -0.18 -2.95 -3.14
Se -1.11 -1.41 -4.68
Te -3.43 -1.32 -4.01
Te -3.24 -5.02 -5.21
Se -0.97 -5.12 -4.35
S 3.92 -4.97 -2.90
C 2.46 -4.20 -3.00
S 1.22 -4.27 -1.80
S 1.95 -3.20 -4.33
C 4.26 3.59 3.63
C 3.51 2.60 2.77
C 2.66 1.66 3.34
C 1.97 0.74 2.55
C 1.07 -0.25 3.26
C 2.12 0.74 1.16
Te 0.96 -0.72 -0.03
N -0.83 -2.01 -1.46
C -2.03 -2.46 -1.32
O -2.61 -3.11 -2.29
C -2.87 -2.20 -0.10
C -2.31 -2.05 1.17
C -3.13 -1.82 2.27
C -4.51 -1.74 2.13
C -5.07 -1.92 0.87
C -4.25 -2.16 -0.23
C -0.02 0.87 -1.03
C 0.17 0.97 -2.40
C -0.47 1.96 -3.14
C -1.32 2.85 -2.50
C -1.52 2.74 -1.13
C -0.89 1.75 -0.37
C -1.16 1.67 1.10
C 3.00 1.66 0.59
C 3.27 1.72 -0.89
C 3.68 2.58 1.40
H 4.00 3.48 4.68
H 4.03 4.62 3.33
H 5.34 3.46 3.53
H 2.52 1.65 4.41
H 1.07 -0.07 4.33
H 1.39 -1.28 3.08
H 0.04 -0.18 2.89
H -1.24 -2.11 1.29
H -2.68 -1.69 3.25
H -5.14 -1.56 2.99
H -6.14 -1.89 0.74
H -4.67 -2.33 -1.21
H 0.82 0.27 -2.90
H -0.33 2.00 -4.21
H -1.83 3.62 -3.06
H -2.19 3.43 -0.63
H -1.92 2.39 1.40
H -0.25 1.86 1.68
H -1.50 0.66 1.37
H 3.14 0.74 -1.36
H 4.30 2.05 -1.08
H 2.59 2.41 -1.39
H 4.36 3.28 0.93
```

Computed properties:
<S²>: 8.78
spin multiplicity: 6
total charge: -2
lowest unoccupied orbital energy (alpha / beta): 3.847 / 3.332 eV



Record 4
The following is a DFT calculation (the ωB97M-V functional and the def2-TZVPD basis) of a molecular structure, H2N2O3Si at a distorted geometry.

XYZ file:
```
8
H2N2O3Si the ωB97M-V functional and the def2-TZVPD basis
N 1.40 -0.58 -0.04
N 0.86 -1.54 0.30
O -1.47 -0.46 0.08
O 1.23 0.60 -0.24
O 1.06 -2.65 0.64
Si -1.12 0.98 -0.29
H -1.03 1.76 0.97
H -0.93 1.88 -1.42
```

Computed properties:
total charge: 0
relative energy (zero: lowest compared OMol25 entry of this formula, charge and spin): 1.855 eV
lowest unoccupied orbital energy (alpha / beta): -1.636 / -1.637 eV



Record 5
The following is a DFT calculation (the ωB97M-V functional and the def2-TZVPD basis) of a molecular structure, C18H36BeCl2CsLiN2NaO12 at a distorted geometry.

XYZ file:
```
74
C18H36BeCl2CsLiN2NaO12 the ωB97M-V functional and the def2-TZVPD basis
C 5.12 -4.73 3.19
C 4.25 -4.27 1.84
O 4.39 -3.02 1.32
N 3.24 -5.22 1.18
C 2.04 -5.17 2.12
C 0.59 -5.33 1.37
C -0.34 -6.56 1.93
C -0.98 -6.32 3.42
O -0.46 -5.15 4.14
C -1.24 -3.93 3.87
O -0.54 -2.77 3.79
O -2.69 -3.84 3.68
N -2.82 -3.33 2.41
H 5.76 -3.83 3.58
H 4.38 -5.05 4.06
H 5.78 -5.70 2.94
H 3.69 -6.17 1.30
H 2.06 -4.08 2.60
H 2.16 -5.91 3.04
H 0.84 -5.59 0.23
H -0.04 -4.33 1.32
H -1.27 -6.64 1.18
H 0.21 -7.61 1.82
H -2.17 -6.38 3.38
H -0.67 -7.28 4.07
H -2.81 -2.29 2.45
H -3.68 -3.72 1.97
Be 0.62 -1.67 2.82
O 5.58 -0.75 -1.83
C 4.47 -0.86 -1.09
C 3.37 0.17 -1.62
O 2.26 0.06 -0.88
H 4.56 -0.66 0.00
H 3.97 -1.85 -1.08
H 3.27 -0.04 -2.70
H 3.86 1.16 -1.64
O 1.99 2.87 -1.97
C 2.29 3.26 -0.86
O 3.43 2.92 -0.20
C 3.40 3.47 1.12
C 2.42 4.61 1.05
C 1.44 4.14 0.01
H 3.07 2.69 1.81
H 4.40 3.80 1.41
H 1.96 4.85 2.01
H 2.93 5.51 0.69
H 0.63 3.54 0.45
H 1.03 4.98 -0.56
Cl 2.72 3.81 -3.41
Na 2.42 0.31 -4.13
Cl 6.92 -4.46 2.05
C -0.85 1.61 -2.70
C -1.55 2.17 -3.93
O -2.98 2.03 -3.82
C -3.59 2.93 -3.00
O -3.04 3.82 -2.37
O -4.91 2.64 -2.98
C -5.66 3.45 -2.07
H -1.17 0.58 -2.51
H 0.23 1.64 -2.83
H -1.11 2.19 -1.80
H -1.25 1.59 -4.81
H -1.28 3.21 -4.12
H -5.50 4.52 -2.26
H -5.40 3.19 -1.04
H -6.72 3.24 -2.22
Li -3.02 1.06 -5.66
C -7.16 7.39 -2.07
O -7.42 6.12 -1.50
H -7.09 7.29 -3.16
H -7.97 8.07 -1.83
H -6.21 7.78 -1.68
H -7.48 6.24 -0.54
Cs -6.67 9.60 -0.76
```

Computed properties:
total charge: +1
lowest unoccupied orbital energy: -4.510 eV